No. 1
Density functional theory data (ωB97M-V/def2-TZVPD) for a molecular structure, C14H39NOOsP2Si at a distorted geometry.

Output
multiplicity = 5
lowest unoccupied orbital energy (alpha / beta) = 0.66 / -0.84 eV

Each line ends with the Mulliken spin population.
Positions of all 59 atoms, in Å:
Os: -0.35304 0.02477 0.04936  2.448
Si: -2.51623 0.49184 -0.82881  0.027
P: -0.73190 -2.25901 -0.28495  0.089
P: 0.14846 2.29561 -0.16103  0.098
H: 3.14715 0.84616 -2.36050  0.001
C: 0.74431 -3.27117 0.09126  0.019
H: 0.54256 -4.32860 -0.12580  0.002
H: 1.01005 -3.17977 1.15102  -0.001
H: 1.59972 -2.94407 -0.51130  -0.005
C: -1.20320 -2.84623 -1.94626  0.021
H: -1.38565 -3.92947 -1.91669  0.000
H: -0.39149 -2.64360 -2.65648  -0.010
H: -2.11130 -2.33897 -2.28949  0.000
C: -2.01294 -2.99574 0.80492  0.011
H: -2.29474 -3.99294 0.44004  0.001
H: -2.90681 -2.36495 0.82008  -0.003
H: -1.63532 -3.09653 1.82982  -0.004
C: 1.88662 2.65631 0.28493  0.017
H: 2.08746 3.73099 0.18345  0.000
H: 2.54099 2.08933 -0.38813  -0.008
H: 2.08361 2.34789 1.31670  0.001
C: -0.02042 3.15902 -1.75961  0.022
H: 0.23664 4.21676 -1.61019  0.001
H: -1.04936 3.08782 -2.12654  -0.001
H: 0.66739 2.72582 -2.49388  -0.005
C: -0.77662 3.38587 0.97599  0.001
H: -0.51988 4.43066 0.75358  -0.001
H: -0.51215 3.16607 2.01592  0.004
H: -1.85176 3.23844 0.83445  -0.002
C: -2.59230 0.63300 -2.71762  0.053
H: -2.26846 -0.30153 -3.19114  -0.007
H: -1.95718 1.45044 -3.07878  -0.012
H: -3.61968 0.83859 -3.04053  0.009
H: -3.54431 -0.53465 -0.48680  0.008
H: -3.11656 1.76601 -0.33834  0.002
C: 2.26550 0.18784 -2.39295  -0.009
O: 1.29170 0.27433 -1.30724  0.147
C: 2.79641 -1.22413 -2.28318  0.006
H: 3.61570 -1.41834 -2.98884  0.001
H: 1.99112 -1.94800 -2.46660  0.002
H: 3.16846 -1.38018 -1.26703  0.000
C: 1.63642 0.50264 -3.74621  0.004
H: 2.38870 0.99413 -4.36550  -0.002
H: 0.78429 1.18168 -3.66548  0.007
H: 1.34039 -0.41680 -4.27257  0.000
C: 1.27449 -1.02615 3.64366  0.054
C: 0.07141 -0.14696 3.29398  -0.100
C: -1.22656 -0.74600 3.82732  0.038
C: 0.27439 1.26448 3.84468  0.053
N: -0.05419 -0.07348 1.78128  1.057
H: 1.36201 -1.09835 4.73475  0.002
H: 2.20329 -0.59331 3.25087  0.002
H: 1.15748 -2.04029 3.24168  -0.014
H: -1.19983 -0.74990 4.92283  0.003
H: -2.08804 -0.15308 3.49851  -0.005
H: -1.35687 -1.77596 3.47991  -0.009
H: 1.17485 1.73309 3.42643  -0.009
H: -0.59301 1.90085 3.63804  -0.012
H: 0.39824 1.19769 4.93300  0.006

No. 2
Density functional theory data (ωB97M-V/def2-TZVPD) for a molecular structure, C46H32Co2NO7PS at a distorted geometry.

Output
lowest unoccupied orbital energy = 3.92 eV
net charge = -2
ΔE to the lowest compared entry with this formula, charge and spin = 37.1 kJ/mol

Each line ends with the Löwdin charge.
Positions of all 90 atoms, in Å:
C: -0.36749 3.82305 1.57246  -0.144
C: -1.72511 3.92877 1.25195  -0.126
C: -2.13255 4.00075 -0.07597  -0.047
C: -1.17979 3.94168 -1.12896  -0.244
C: -1.64247 3.90167 -2.48496  -0.296
C: -3.00205 4.10312 -2.77472  -0.344
N: -4.12988 4.29553 -3.06293  0.084
S: -0.49176 4.14963 -3.84898  0.705
C: -1.57623 4.28015 -5.27106  -0.285
C: -2.05179 3.12638 -5.90048  -0.045
C: -2.86507 3.24371 -7.03193  -0.082
C: -3.17814 4.50724 -7.54481  -0.103
C: -2.67675 5.65548 -6.92359  -0.093
C: -1.85985 5.54178 -5.79629  -0.062
O: 0.18165 5.41774 -3.68858  -0.338
O: 0.28273 2.94476 -4.05044  -0.338
C: 0.19694 3.91185 -0.78519  -0.061
C: 0.58815 3.82028 0.54533  -0.115
H: -0.04858 3.76590 2.61444  0.078
H: -2.47612 3.95771 2.04230  0.092
H: -3.19270 4.10086 -0.32760  0.097
H: -1.78894 2.14561 -5.50454  0.122
H: -3.24882 2.34181 -7.51298  0.099
H: -3.81110 4.59749 -8.42997  0.091
H: -2.91267 6.64711 -7.31358  0.094
H: -1.44806 6.42640 -5.31358  0.109
H: 0.95886 3.97802 -1.56206  0.098
H: 1.64981 3.75071 0.78670  0.093
O: 4.24377 -0.49133 -1.72289  0.124
C: 3.32210 -0.79683 -1.08737  -0.110
Co: 1.98008 -1.35875 -0.14672  0.067
C: 1.54391 -2.76541 -1.14880  -0.137
O: 1.53632 -3.74722 -1.76640  0.116
C: 3.06344 -1.99443 1.06337  -0.175
O: 3.89525 -2.46999 1.71148  0.104
C: 1.25851 0.08312 0.60737  -0.280
C: 0.64479 -0.21533 -0.64748  -0.369
C: 0.24108 0.35621 -1.84992  -0.066
C: 0.23005 -0.45715 -3.04258  -0.231
C: 0.81924 0.01357 -4.24044  -0.049
C: 0.89483 -0.79655 -5.36244  -0.117
C: 0.38289 -2.10085 -5.32453  -0.141
C: -0.16145 -2.59900 -4.13527  -0.119
C: -0.25503 -1.77942 -3.01950  -0.088
Co: -0.12254 -1.05073 0.87323  -0.065
C: -1.03949 -2.37658 0.23923  -0.221
O: -1.69484 -3.27663 -0.11464  0.069
C: -1.28495 0.05587 1.51443  -0.152
O: -2.03533 0.79969 2.00960  0.089
P: 0.41520 -2.02948 2.74678  1.072
C: 1.00144 -3.76636 2.86378  -0.317
C: 1.28529 -4.35901 4.10586  -0.099
C: 1.76850 -5.67081 4.16314  -0.093
C: 1.90888 -6.41761 2.98804  -0.102
C: 1.55150 -5.85901 1.76089  -0.071
C: 1.10084 -4.53662 1.70195  -0.080
C: 1.67398 -1.02427 3.63233  -0.336
C: 2.85296 -1.56237 4.15465  -0.109
C: 3.82078 -0.72349 4.70940  -0.089
C: 3.61436 0.65792 4.74671  -0.101
C: 2.43134 1.20326 4.24152  -0.077
C: 1.45803 0.36033 3.69563  -0.106
C: -0.94709 -2.08095 3.98056  -0.318
C: -0.91344 -1.36727 5.18667  -0.080
C: -2.03861 -1.33800 6.01678  -0.094
C: -3.18623 -2.05292 5.66615  -0.111
C: -3.20187 -2.82021 4.49659  -0.090
C: -2.08473 -2.83839 3.65663  -0.080
H: 1.57880 1.03012 0.99684  0.070
H: 0.12907 1.43617 -1.91255  0.079
H: 1.22632 1.01984 -4.24524  0.082
H: 1.35084 -0.40658 -6.27402  0.087
H: 0.43878 -2.74200 -6.20674  0.074
H: -0.52141 -3.62821 -4.07565  0.094
H: -0.79281 -2.10370 -2.12710  0.081
H: 1.14719 -3.78769 5.02605  0.110
H: 2.03647 -6.10501 5.12731  0.094
H: 2.29136 -7.43851 3.03084  0.093
H: 1.62706 -6.44023 0.84054  0.105
H: 0.82517 -4.09658 0.74097  0.062
H: 3.00920 -2.63849 4.16033  0.087
H: 4.74037 -1.16169 5.10159  0.097
H: 4.38100 1.31320 5.16233  0.092
H: 2.24948 2.27942 4.25896  0.101
H: 0.53164 0.78787 3.29949  0.100
H: -0.01326 -0.82971 5.48217  0.096
H: -2.00954 -0.74993 6.93488  0.095
H: -4.07096 -2.01027 6.30254  0.091
H: -4.08473 -3.40253 4.22990  0.097
H: -2.09597 -3.43765 2.74280  0.103

No. 3
Density functional theory data (ωB97M-V/def2-TZVPD) for 9 unconnected molecules or ions with the total composition C6H30O12 at a distorted geometry.

Output
lowest unoccupied orbital energy = -0.02 eV
SMILES = OCCO.OCCO.OCCO.O.O.O.O.O.O
ΔE to the lowest compared entry with this formula, charge and spin = 292.2 kJ/mol

Each line ends with the Löwdin charge.
Positions of all 48 atoms, in Å:
O: 2.13968 3.17774 -3.77180  -0.089
C: 1.24626 3.42977 -2.69674  -0.257
C: 1.60357 2.41148 -1.65282  -0.270
O: 0.81086 2.53614 -0.50340  -0.065
H: 1.73421 3.61210 -4.55586  0.099
H: 1.40149 4.45918 -2.36770  0.119
H: 0.24226 3.37777 -3.13978  0.110
H: 2.63326 2.51265 -1.32936  0.114
H: 1.50413 1.47000 -2.16917  0.123
H: 0.33523 1.71137 -0.39519  0.026
O: 2.11476 1.15999 2.57711  -0.075
C: 3.15960 1.10950 1.61946  -0.212
C: 3.77267 -0.30394 1.56766  -0.280
O: 4.91560 -0.21267 0.82398  -0.034
H: 2.18699 2.05712 2.92105  0.108
H: 2.81650 1.36296 0.60358  0.099
H: 4.00065 1.81796 1.94438  0.149
H: 3.01856 -0.96446 1.18920  0.092
H: 4.07194 -0.68722 2.60327  0.151
H: 4.72831 -0.60584 -0.01311  0.080
O: -2.19557 -1.75669 -1.44983  -0.067
C: -2.47430 -2.39562 -0.21923  -0.231
C: -3.88802 -2.92981 -0.30590  -0.278
O: -4.21848 -3.81406 0.70275  -0.036
H: -2.48856 -2.23475 -2.22986  0.094
H: -1.74929 -3.18938 -0.01973  0.126
H: -2.47258 -1.73970 0.62474  0.095
H: -4.13168 -3.37279 -1.27291  0.123
H: -4.59715 -2.12576 -0.08733  0.128
H: -3.83961 -4.65869 0.47826  0.087
O: 1.05615 -2.98199 0.49054  -0.051
H: 1.05625 -2.88536 -0.44429  0.018
H: 2.02907 -3.08865 0.63206  0.065
O: 0.45461 -0.92706 2.56502  -0.088
H: -0.36862 -0.55815 2.94395  0.009
H: 1.03720 -0.17166 2.45401  -0.018
O: -0.03448 -0.17436 -0.00315  -0.021
H: 0.15871 -0.89700 0.56726  -0.014
H: -0.89116 -0.45711 -0.25223  -0.028
O: -2.08502 -0.02739 2.92021  -0.024
H: -2.24216 0.13442 1.98814  -0.011
H: -2.27492 -0.93624 2.92313  0.018
O: -2.70758 0.91824 0.40722  -0.042
H: -3.58353 0.65479 0.08444  0.072
H: -2.15169 1.08027 -0.34494  -0.028
O: -1.63457 1.51877 -1.96881  -0.037
H: -2.38953 1.10435 -2.39798  0.062
H: -1.81000 2.47976 -2.04027  0.087

Number 3 is which compound?
C6H30O12